The following is a quantum chemistry calculation of a molecular structure, C12H44F2N10O17S2 at a distorted geometry, from OMol25.

Each line ends with the Mulliken charge.
Cartesian coordinates (Å):
N1 -2.480 -2.324 0.217  0.039
S1 -4.033 -2.192 0.119  0.904
O1 -4.514 -1.428 -0.989  -0.824
O2 -4.718 -1.930 1.381  -0.665
F1 -4.482 -3.642 -0.194  -0.291
S2 -1.679 -3.652 0.102  0.871
O3 -1.777 -4.200 -1.237  -0.631
O4 -1.719 -4.542 1.205  -0.646
F2 -0.232 -3.135 0.146  -0.207
N2 -0.218 -0.284 -0.062  -0.900
O5 -1.177 0.385 -0.544  -0.535
O6 0.084 0.064 1.092  0.278
O7 0.723 -0.591 -0.827  1.582
C1 2.342 1.290 -4.720  -1.465
C2 1.995 0.572 -3.381  0.998
O8 0.657 0.158 -3.490  -0.564
H1 1.882 0.864 -5.710  0.247
H2 3.397 1.105 -4.753  0.453
H3 2.156 2.368 -4.725  0.313
H4 2.080 1.295 -2.608  -0.247
H5 2.707 -0.254 -3.212  -0.116
H6 0.382 0.023 -2.585  -0.079
C3 -0.464 -2.726 3.738  -0.753
C4 -1.853 -2.971 4.052  -0.267
O9 -2.370 -1.927 4.762  -0.571
H7 -0.497 -1.827 3.159  -0.193
H8 -0.094 -3.480 3.159  0.458
H9 0.110 -2.619 4.670  0.394
H10 -1.912 -3.929 4.596  0.348
H11 -2.447 -3.054 3.180  0.210
H12 -3.345 -2.060 4.719  0.348
C5 1.139 1.749 4.057  0.302
O10 2.242 2.094 3.262  -0.881
N3 0.939 2.118 5.272  -0.408
N4 0.153 1.038 3.639  -0.273
H13 1.824 2.383 5.806  0.316
H14 0.125 1.761 5.785  0.206
H15 0.284 0.644 2.682  0.313
H16 -0.651 0.650 4.212  0.434
C6 0.015 4.072 -0.827  0.434
O11 -1.230 4.550 -1.268  -0.791
N5 0.207 2.836 -0.793  0.434
N6 1.079 4.855 -0.544  -0.276
H17 -0.511 2.074 -0.853  -0.302
H18 1.069 2.509 -0.268  0.100
H19 1.008 5.898 -0.668  0.224
H20 2.000 4.489 -0.319  0.375
C7 3.430 2.563 0.060  0.256
O12 4.047 1.816 -0.956  -0.717
N7 2.437 2.043 0.669  0.447
N8 3.585 3.842 0.346  -0.443
H21 2.269 1.065 0.374  -0.819
H22 2.350 2.239 1.693  0.204
H23 4.461 4.361 -0.001  0.251
H24 3.142 4.294 1.206  0.295
C8 -3.306 1.343 -3.406  0.606
O13 -3.502 1.983 -4.560  -0.883
N9 -4.051 0.363 -2.990  -0.073
N10 -2.353 1.662 -2.618  0.130
H25 -4.810 0.038 -3.582  0.204
H26 -3.799 -0.296 -2.221  0.187
H27 -1.656 2.223 -3.176  0.153
H28 -2.065 1.024 -1.880  -0.081
C9 3.184 -1.030 1.317  0.018
O14 2.097 -1.984 1.221  -0.671
H29 4.043 -1.357 1.997  0.332
H30 2.757 -0.148 1.776  -0.198
H31 3.523 -0.678 0.316  0.200
H32 1.389 -1.601 0.765  0.127
C10 3.530 -2.823 -1.861  -0.869
O15 2.257 -2.387 -2.212  -0.576
H33 3.540 -3.278 -0.867  0.199
H34 4.153 -1.999 -1.920  0.346
H35 3.973 -3.541 -2.510  0.322
H36 1.956 -1.849 -1.461  0.186
C11 -1.658 -1.907 -3.222  0.175
O16 -1.381 -2.213 -4.547  -0.705
H37 -1.713 -0.880 -3.014  -0.263
H38 -0.760 -2.247 -2.717  0.212
H39 -2.512 -2.372 -2.836  0.341
H40 -0.594 -1.721 -4.837  0.348
C12 -2.982 0.501 2.398  0.160
O17 -2.384 1.575 3.025  -0.698
H41 -2.581 0.472 1.408  -0.225
H42 -4.027 0.756 2.423  0.425
H43 -2.707 -0.407 2.954  0.031
H44 -1.480 1.477 3.009  0.364

Cartesian forces, eV/Å:
N -0.4 0.9 0.6
S -1.0 0.6 2.1
O 0.5 -0.1 0.0
O 1.3 -0.1 -1.1
F -0.3 -1.2 -0.5
S -0.4 -1.5 -3.3
O -0.2 0.0 1.5
O -0.5 -0.4 1.0
F 0.9 1.1 0.3
N 1.3 7.0 -1.4
O -0.9 -2.6 0.0
O -0.1 -2.2 1.7
O -0.5 -2.0 0.0
C -0.3 -1.0 -0.8
C -0.4 0.3 -2.4
O -0.1 -0.2 -0.2
H 0.6 0.4 2.1
H 0.9 0.4 -0.7
H -0.1 -0.2 0.2
H 0.4 0.6 0.9
H -0.4 0.2 0.0
H -0.5 -0.5 0.4
C 0.3 2.0 1.3
C -0.5 -2.5 0.1
O -2.2 1.6 1.9
H 0.8 0.8 -0.4
H 1.2 -2.0 -1.6
H 0.1 0.2 -0.3
H -0.3 0.0 0.1
H -0.3 -0.6 -1.3
H 1.1 0.6 0.2
C 4.7 1.1 -4.8
O -4.7 -1.3 4.5
N 2.7 2.4 5.5
N -1.8 -3.2 -3.0
H -2.2 -0.3 -0.9
H 0.9 0.3 -0.3
H -0.6 0.1 0.9
H 1.8 0.6 -0.8
C -7.5 5.8 -3.3
O 6.0 -1.2 2.3
N 1.8 -6.9 1.5
N 0.3 3.1 0.2
H 0.5 1.7 -0.1
H -1.5 0.5 -1.1
H -0.2 -2.1 0.1
H -0.7 0.1 -0.5
C 4.1 -4.4 -7.0
O -2.2 4.5 4.8
N -2.3 -3.0 2.0
N 3.4 4.9 1.0
H 0.1 0.8 0.5
H -0.7 -0.4 -0.3
H -2.0 -1.5 0.7
H 0.9 -1.4 -1.6
C -2.0 2.5 -6.3
O 0.3 -2.1 3.7
N -2.6 -3.3 0.9
N 4.3 2.4 0.5
H 0.5 0.3 0.2
H -0.3 1.2 -1.0
H -0.7 -0.8 1.6
H 0.1 0.4 -0.5
C -0.7 0.1 0.1
O 3.5 -1.4 1.6
H -1.3 -0.1 -1.2
H 0.2 0.3 0.5
H 0.3 -0.6 0.5
H -1.3 1.1 -1.0
C -0.6 -0.8 1.0
O -0.6 -0.4 -0.1
H 0.1 0.2 0.2
H 1.8 1.7 0.4
H -0.3 -0.8 -1.0
H -0.3 -0.3 -0.4
C 2.7 -0.2 0.5
O -0.4 -0.1 -2.2
H -0.3 1.7 -0.1
H -0.2 -0.2 1.1
H -1.2 -1.0 0.1
H -0.4 -0.1 0.5
C 0.2 -0.6 0.2
O -2.2 2.3 1.6
H -0.3 -0.5 -1.0
H -0.5 -0.7 -0.2
H -0.7 -0.1 -0.4
H 2.6 0.2 -0.6

Computed properties:
Charge: -2
HOMO: -0.131 Ha
Strongest force on any atom: 9.997 eV Å⁻¹
2S+1: 1

---

The following is a quantum chemistry calculation of a molecular structure, C24H28N8NdO2PS2 at a distorted geometry, from OMol25.

Each line ends with the natural charge from an NBO analysis.
Cartesian coordinates (Å):
Nd1 0.130 0.949 0.662  1.384
O1 0.636 2.921 -0.583  -0.693
C1 -0.159 2.339 -1.352  0.747
O2 -1.248 1.851 -0.938  -0.708
C2 0.352 1.903 -2.703  -0.783
P1 0.665 0.136 -2.129  0.938
C3 1.906 -0.560 -3.262  -0.377
C4 2.173 -1.913 -3.059  -0.139
C5 3.164 -2.542 -3.786  -0.202
C6 3.901 -1.825 -4.715  -0.198
C7 3.648 -0.478 -4.908  -0.208
C8 2.659 0.162 -4.180  -0.199
C9 -0.871 -0.585 -2.815  -0.241
C10 -1.789 -1.151 -1.939  -0.213
C11 -2.978 -1.667 -2.426  -0.204
C12 -3.248 -1.626 -3.785  -0.207
C13 -2.331 -1.063 -4.660  -0.212
C14 -1.141 -0.549 -4.180  -0.218
H1 1.278 2.425 -2.941  0.250
H2 -0.388 1.959 -3.498  0.247
H3 1.598 -2.463 -2.324  0.225
H4 3.369 -3.587 -3.618  0.224
H5 4.680 -2.313 -5.283  0.215
H6 4.233 0.085 -5.620  0.213
H7 2.475 1.216 -4.340  0.208
H8 -1.560 -1.195 -0.872  0.218
H9 -3.695 -2.107 -1.748  0.206
H10 -4.167 -2.048 -4.170  0.211
H11 -2.545 -1.028 -5.720  0.214
H12 -0.415 -0.118 -4.859  0.216
S1 2.827 0.434 0.570  -0.279
C15 2.441 -1.258 0.478  -0.160
S2 0.782 -1.769 0.646  -0.289
C16 3.438 -2.194 0.299  -0.485
C17 4.793 -1.834 0.253  0.308
N1 5.912 -1.566 0.236  -0.347
C18 3.147 -3.561 0.186  0.311
N2 2.929 -4.686 0.087  -0.357
N3 0.737 3.059 2.130  -0.854
C19 0.054 3.626 3.294  -0.205
C20 -0.192 2.539 4.336  -0.415
C21 1.104 1.945 4.907  -0.412
C22 1.151 0.434 4.680  -0.204
N4 1.105 0.113 3.249  -0.875
H13 1.726 2.899 2.354  0.389
H14 0.741 3.747 1.373  0.411
H15 -0.913 4.016 2.962  0.193
H16 0.621 4.461 3.735  0.180
H17 -0.764 1.740 3.846  0.216
H18 -0.802 2.950 5.141  0.209
H19 1.174 2.138 5.979  0.215
H20 1.984 2.406 4.452  0.190
H21 0.277 -0.018 5.161  0.184
H22 2.055 0.029 5.157  0.185
H23 0.915 -0.886 3.149  0.402
H24 2.044 0.248 2.853  0.400
N5 -5.710 0.392 2.396  -0.788
C23 -5.132 -0.823 2.482  0.667
N6 -5.889 -1.883 2.799  -0.767
N7 -3.867 -1.040 2.280  -0.630
C24 -2.918 -0.251 1.983  0.590
N8 -1.944 0.338 1.746  -0.562
H25 -6.693 0.522 2.555  0.407
H26 -5.162 1.187 2.109  0.424
H27 -6.861 -1.801 3.040  0.404
H28 -5.441 -2.782 2.850  0.431

Cartesian forces, eV/Å:
Nd 1.1 -0.9 2.5
O 0.2 0.4 0.0
C 0.0 1.2 -2.2
O -0.9 0.3 -0.2
C 0.1 -0.1 0.2
P -0.3 0.3 -1.4
C 0.2 0.1 0.5
C -0.1 0.1 0.0
C 0.0 -0.1 -0.1
C 0.0 0.0 0.0
C 0.1 0.0 -0.1
C -0.2 0.0 0.1
C 0.1 -0.2 0.3
C 0.1 0.0 0.1
C -0.1 -0.1 0.0
C -0.1 0.0 0.0
C 0.0 0.0 -0.2
C 0.0 0.0 0.1
H -0.1 0.0 0.0
H 0.1 0.0 0.0
H 0.0 -0.1 0.1
H 0.0 -0.1 0.0
H 0.1 0.0 0.0
H 0.0 0.0 -0.1
H 0.0 0.0 0.0
H -0.1 -0.1 -0.3
H 0.0 -0.1 0.1
H 0.0 0.0 0.0
H 0.0 0.0 0.0
H 0.0 0.0 0.0
S 0.7 0.1 -0.3
C -0.2 0.0 0.2
S 0.0 -0.4 -0.1
C -0.6 0.6 0.1
C 0.8 0.3 0.0
N 0.2 0.0 0.0
C -0.2 -0.7 0.0
N -0.1 -0.2 -0.1
N 0.5 0.5 -0.2
C -0.3 -0.1 0.4
C 0.1 0.2 -0.1
C -0.3 -0.4 0.0
C 0.1 0.3 0.2
N 0.3 -0.3 0.2
H -0.3 0.0 -0.1
H 0.1 -0.3 0.2
H 0.1 0.1 0.0
H -0.1 -0.1 -0.1
H 0.0 0.1 0.1
H -0.1 0.0 0.0
H 0.1 0.0 0.0
H 0.1 0.0 0.0
H 0.1 0.0 0.0
H -0.2 -0.1 0.0
H 0.1 0.3 -0.2
H -0.4 -0.2 0.1
N 0.0 -0.1 0.1
C -0.1 0.5 -0.1
N -0.2 0.0 0.0
N -0.4 -1.3 0.2
C 0.8 0.7 -0.1
N -0.9 0.0 0.3
H 0.0 0.0 0.0
H 0.0 -0.1 0.0
H 0.1 0.0 -0.1
H 0.0 0.1 0.0

Computed properties:
<S²>: 3.753
HOMO (spin up / spin down): -0.255 / -0.255 Ha
Strongest force on any atom: 2.913 eV Å⁻¹
2S+1: 4

---

The following is a quantum chemistry calculation of a molecular structure, C2H23B5HfO2 at a distorted geometry, from OMol25.

Each line ends with the natural charge from an NBO analysis.
Cartesian coordinates (Å):
Hf1 -0.233 0.102 0.450  2.273
B1 -1.003 2.770 2.390  -0.796
H1 0.005 2.418 2.234  0.021
H2 -1.032 3.384 3.277  0.037
H3 -1.136 3.503 1.609  0.019
H4 -1.721 1.978 2.245  -0.004
B2 1.328 2.357 -1.195  -0.863
H5 2.077 3.083 -1.469  0.082
H6 1.160 1.608 -1.953  0.022
H7 1.864 1.825 -0.424  0.043
H8 0.422 2.808 -0.820  0.040
B3 -2.744 1.292 -1.614  -0.731
H9 -2.626 2.353 -1.773  0.005
H10 -3.564 0.900 -2.195  0.014
H11 -1.840 0.790 -1.923  0.005
H12 -2.832 1.139 -0.550  0.002
B4 1.284 -0.988 3.342  -0.775
H13 0.250 -1.115 3.062  0.010
H14 1.686 -1.916 3.718  0.018
H15 1.879 -0.563 2.548  0.001
H16 1.271 -0.328 4.196  0.016
B5 -2.478 -2.188 1.004  -0.828
H17 -2.981 -3.013 1.484  0.060
H18 -1.457 -2.499 0.845  0.034
H19 -2.845 -1.999 0.007  0.019
H20 -2.565 -1.269 1.562  0.017
C1 2.997 -2.497 -3.356  -0.715
C2 1.958 -2.227 -2.237  0.748
O1 2.392 -1.785 -1.165  -0.708
O2 0.721 -2.223 -2.323  -0.709
H21 3.872 -2.882 -2.832  0.218
H22 3.297 -1.676 -4.007  0.222
H23 2.594 -3.142 -4.137  0.205

Cartesian forces, eV/Å:
Hf -0.7 1.0 0.2
B -0.4 -0.1 -0.8
H 5.1 -2.0 -0.8
H -0.1 1.3 4.0
H -0.6 2.4 -3.4
H -3.5 -3.6 -0.4
B -1.9 -1.1 -0.1
H 2.7 2.7 -1.0
H -0.9 -2.8 -3.3
H 2.3 -2.9 4.3
H -3.7 1.8 1.5
B 0.0 0.5 0.1
H 0.8 3.9 -0.4
H -3.0 -2.1 -1.7
H 4.7 -2.4 -1.7
H -0.7 -0.7 5.2
B 0.2 0.3 -0.1
H -5.1 -0.6 -1.6
H 1.4 -3.9 0.5
H 2.8 2.0 -3.7
H -0.2 3.1 2.8
B 0.2 1.1 -1.1
H -1.6 -2.9 2.1
H 5.2 -1.2 -0.6
H -1.6 0.7 -3.8
H -0.2 4.3 2.6
C -0.7 -0.7 0.0
C -1.5 2.2 0.6
O 2.8 0.8 2.2
O -1.5 -1.1 -2.5
H 0.1 -0.2 -0.4
H -0.2 0.8 0.9
H 0.0 -0.8 0.4

Computed properties:
Charge: -2
HOMO: -0.123 Ha
Strongest force on any atom: 5.706 eV Å⁻¹
2S+1: 1

---

The following is a quantum chemistry calculation of 15 unconnected molecules or ions with the total composition C3H38NO14S at a distorted geometry, from OMol25.

Each line ends with the natural charge from an NBO analysis.
Cartesian coordinates (Å):
C1 -2.826 -0.733 0.615  -0.226
C2 -2.156 0.353 1.457  -0.413
C3 -2.894 0.672 2.773  -0.542
S1 -2.259 2.160 3.552  0.003
N1 -1.995 -0.990 -0.614  -0.712
H1 -3.003 -1.696 1.135  0.229
H2 -3.827 -0.435 0.344  0.235
H3 -1.920 1.215 0.840  0.208
H4 -1.185 -0.051 1.827  0.192
H5 -2.800 -0.171 3.469  0.243
H6 -3.987 0.776 2.473  0.230
H7 -1.009 2.266 3.002  0.099
H8 -1.369 -1.732 -0.250  0.469
H9 -2.458 -1.371 -1.448  0.468
H10 -1.301 -0.287 -0.867  0.467
H11 2.478 0.334 5.748  0.473
H12 1.412 1.287 5.606  0.474
O1 2.004 0.781 5.031  -0.945
H13 4.027 0.490 1.327  0.506
H14 2.507 -0.096 1.108  0.513
O2 3.359 0.157 0.736  -0.987
H15 -2.694 0.799 -3.915  0.468
H16 -3.138 2.260 -4.308  0.479
O3 -3.265 1.326 -4.475  -0.946
H17 1.471 3.243 0.708  0.503
H18 0.247 4.043 1.336  0.502
O4 0.533 3.226 0.921  -0.991
H19 0.548 -3.671 -0.998  0.480
H20 1.056 -2.380 -1.118  0.501
O5 0.229 -2.785 -0.766  -0.989
H21 0.424 1.377 1.569  0.481
H22 1.165 1.806 2.758  0.489
O6 1.087 1.037 2.179  -0.964
H23 5.748 -1.471 -2.477  0.484
H24 6.215 -0.125 -1.979  0.489
O7 5.486 -0.540 -2.451  -0.967
H25 -0.172 -0.413 3.172  0.468
H26 0.741 -1.103 4.242  0.488
O8 -0.169 -0.888 4.001  -0.960
H27 -0.060 2.098 -0.870  0.491
H28 -1.322 2.605 -0.466  0.460
O9 -0.938 2.247 -1.282  -0.948
H29 3.260 -1.852 -1.527  0.461
H30 3.009 -1.111 -0.310  0.499
O10 2.875 -2.043 -0.658  -0.972
H31 -3.777 -3.127 -1.006  0.466
H32 -5.238 -2.915 -1.373  0.495
O11 -4.511 -2.510 -0.882  -0.954
H33 -0.566 -1.650 -3.838  0.485
H34 -1.194 -2.975 -3.557  0.479
O12 -1.152 -2.080 -3.204  -0.959
H35 0.837 1.094 -2.837  0.498
H36 1.531 0.061 -2.127  0.477
O13 0.730 0.592 -2.015  -0.973
H37 3.639 0.275 -3.223  0.492
H38 3.589 1.658 -3.692  0.486
O14 2.979 0.966 -3.399  -0.980

Cartesian forces, eV/Å:
C -0.7 0.6 0.3
C 1.1 -1.4 1.2
C -1.1 -0.5 -1.5
S 0.2 0.8 0.1
N 0.8 -1.5 1.4
H 0.6 0.5 -0.2
H -0.2 0.3 -0.5
H -0.4 0.2 0.1
H -0.4 0.2 -0.8
H 0.0 0.2 -0.2
H 1.2 0.3 0.9
H -0.8 -0.5 0.2
H 0.2 -0.2 -1.0
H 0.0 0.4 0.2
H -0.3 0.8 -0.4
H 0.4 -0.2 -0.5
H -0.4 0.2 -0.6
O 0.1 0.1 1.1
H -0.3 -0.1 0.8
H 0.4 0.8 1.2
O -0.2 -0.2 -1.7
H 0.2 0.4 0.2
H 0.3 0.0 0.3
O -0.5 -0.4 -0.5
H 0.1 0.4 0.2
H 0.4 0.3 -0.2
O -0.4 -0.1 -0.1
H -0.9 -0.5 0.6
H -0.4 0.8 0.8
O 1.1 -0.5 -0.7
H 0.2 0.0 -0.3
H 0.4 -0.4 0.3
O -0.4 -0.2 0.1
H -0.1 0.2 -0.1
H -0.1 0.2 0.0
O 0.0 -0.4 0.0
H 0.9 0.2 0.1
H -0.1 0.5 -0.4
O -0.7 -0.8 0.5
H -0.3 -0.1 -1.1
H -0.6 0.5 -0.6
O 0.2 0.1 1.6
H 0.2 -0.7 -0.1
H 0.2 -1.3 0.4
O 0.1 1.7 -0.9
H -0.3 -0.1 0.1
H 0.0 0.1 0.1
O 0.3 -0.3 -0.2
H -0.1 0.3 0.2
H -0.2 -0.1 0.1
O 0.0 0.0 -0.5
H -0.4 0.3 0.2
H -0.1 0.0 0.5
O 0.5 -0.9 -0.5
H -0.1 -0.1 0.1
H -0.5 0.2 0.0
O 1.1 -0.1 -0.3

Computed properties:
Charge: +1
HOMO: -0.426 Ha
Strongest force on any atom: 2.195 eV Å⁻¹
2S+1: 1